Formula: C3H21NO10
Source: the OMol25 dataset
Level of theory: wB97M-V/def2-TZVPD

XYZ file:
```
35
Properties=species:S:1:pos:R:3:forces:R:3:mulliken_charge:R:1
C 1.002 2.698 0.371 -1.436 0.664 1.964 -0.839
C 1.886 1.568 0.894 -0.004 0.412 -1.255 -0.306
O 1.542 0.487 0.035 0.255 0.326 0.269 -0.282
N -0.395 2.548 0.999 0.652 -1.941 -1.444 -0.178
C -1.207 1.655 0.394 1.019 1.414 -0.371 0.778
O -1.169 1.616 -0.906 -0.591 0.403 0.004 -0.358
O -2.022 0.936 1.045 -0.714 0.081 0.363 -0.383
H 1.239 3.689 0.752 0.683 0.025 -0.455 0.332
H 0.858 2.653 -0.697 0.330 0.206 -0.166 0.426
H 2.930 1.854 0.735 0.032 -0.086 0.096 0.304
H 1.747 1.356 1.954 -0.126 -0.020 0.018 0.416
H 1.388 -0.328 0.509 -0.110 -0.384 0.282 0.139
H -0.313 2.334 1.974 -0.174 0.177 0.739 0.337
H -2.031 1.390 -1.329 0.184 -0.752 0.233 0.405
H -1.966 0.832 3.473 -0.558 -0.581 0.271 0.347
H -0.986 -0.265 2.781 -0.388 -0.355 0.324 0.333
O -1.114 0.639 3.086 0.968 0.881 -0.618 -0.510
H -1.512 -1.084 0.627 -0.626 -0.287 -0.592 0.189
H -0.558 -1.574 -0.617 -0.769 0.364 -0.090 0.442
O -0.627 -1.205 0.307 1.133 -0.113 0.176 -0.518
H 0.557 -2.370 -2.052 -0.117 -0.568 -0.317 0.428
H -0.782 -3.107 -1.716 0.149 -0.462 -0.268 0.325
O -0.427 -2.309 -2.113 0.107 0.625 0.507 -0.761
H 2.532 0.547 -1.642 0.109 -0.376 -0.066 0.285
H 2.828 0.227 -3.118 0.115 -0.117 -0.043 0.313
O 3.063 -0.026 -2.219 -0.183 0.297 0.087 -0.700
H -3.911 -0.746 -1.620 -0.116 0.005 0.130 0.310
H -3.610 -0.067 -0.229 -0.507 -0.301 -0.077 0.279
O -3.386 -0.083 -1.162 0.512 0.466 -0.072 -0.604
H 2.639 -1.859 -1.722 0.277 -0.024 -0.370 0.368
H 2.655 -3.381 -1.401 0.112 -0.151 0.142 0.344
O 2.305 -2.727 -2.008 -0.366 0.338 0.167 -0.694
H 0.081 -2.634 1.095 -0.549 -0.044 0.710 0.409
H -0.086 -3.377 2.529 -0.494 0.011 -0.214 0.270
O 0.504 -3.105 1.830 1.189 -0.133 -0.063 -0.649
```
Forces are in eV/Å.

HOMO-LUMO gap (spin up / spin down) = 10.700 / 5.644 eV
LUMO (spin up / spin down) = -0.1160 / -0.3018 Eh
total charge = +1
multiplicity = 2

***

Formula: C3H23NO8
Source: the OMol25 dataset
Level of theory: wB97M-V/def2-TZVPD

XYZ file:
```
35
Properties=species:S:1:pos:R:3:forces:R:3:mulliken_charge:R:1
C -0.883 -0.524 0.501 3.733 -1.006 -2.402 -1.030
O 0.273 0.036 1.002 3.349 4.682 0.864 -0.525
C -0.735 -0.716 -1.088 -2.281 0.976 0.759 1.029
C -2.208 -0.846 -1.605 2.152 0.187 -0.408 -1.267
N 0.105 -1.818 -1.468 4.339 -0.142 1.221 -0.728
H -1.641 0.146 0.777 -2.026 -0.098 0.292 0.585
H -0.555 -1.422 0.991 -2.692 -1.824 0.147 0.249
H 0.396 1.118 0.930 -0.797 -3.232 -0.085 0.342
H -0.419 0.280 -1.442 0.394 -0.332 0.086 -0.010
H -2.217 -0.073 -2.363 -1.282 0.343 0.143 0.366
H -2.453 -1.760 -2.080 0.145 -1.156 -0.566 0.388
H -2.835 -0.810 -0.746 -1.013 0.761 0.245 0.085
H 1.131 -1.611 -1.161 -2.210 -0.309 0.468 0.192
H 0.442 -1.980 -2.415 -1.612 0.449 -0.673 0.274
H -1.757 -3.372 0.287 0.435 -0.236 -0.155 0.286
H -0.397 -3.363 -0.405 0.675 1.054 -0.906 0.423
O -0.994 -3.925 0.062 -1.331 -1.070 1.123 -0.667
H 0.680 -0.118 4.106 -0.532 -1.599 0.484 0.298
H 0.657 1.005 3.204 -0.551 0.687 -1.375 0.313
O 1.097 0.706 3.975 1.143 0.874 0.849 -0.626
H -0.318 2.936 0.706 0.329 -0.100 0.187 0.331
H 1.116 2.775 0.237 -0.242 -0.138 0.348 0.347
O 0.539 2.580 1.001 0.008 1.012 -0.639 -0.647
H 2.352 0.008 0.533 -0.871 -0.831 -1.328 0.314
H 3.062 1.091 0.700 1.629 2.389 1.322 0.319
O 2.808 0.636 -0.068 -1.123 -0.941 0.619 -0.747
H 0.441 2.693 -2.534 -0.061 0.127 -0.153 0.302
H -0.799 3.616 -2.225 0.961 -1.176 0.281 0.281
O -0.264 2.844 -1.897 -0.889 1.108 -0.097 -0.596
H -4.098 -0.016 0.924 -0.424 1.384 0.955 0.375
H -3.610 1.333 0.570 -0.160 0.444 0.178 0.322
O -4.152 0.928 1.260 0.499 -1.787 -1.146 -0.642
H 3.792 -0.228 -1.078 0.059 0.062 0.207 0.439
H 3.259 -0.643 -2.396 -1.142 0.312 -1.267 0.266
O 3.942 -0.850 -1.797 1.389 -0.873 0.425 -0.643
```
Forces are in eV/Å.

HOMO-LUMO gap = 9.066 eV
SMILES string = C[C@H](N)CO.O.O.O.O.O.O.O
LUMO = -0.0176 Eh
total charge = 0

***

Formula: C3H25N2O9S
Source: the OMol25 dataset
Level of theory: wB97M-V/def2-TZVPD

XYZ file:
```
40
Properties=species:S:1:pos:R:3:forces:R:3:mulliken_charge:R:1
N 0.005 1.532 -0.564 -2.100 2.465 2.886 -0.337
C -1.500 1.008 -0.751 1.286 -0.343 0.472 0.008
C -2.022 0.348 0.530 -3.507 -1.616 -1.956 -0.329
S -3.340 1.361 1.387 0.189 0.569 0.039 -0.183
C -1.673 0.005 -2.026 0.996 -1.070 0.761 -0.143
N -1.504 -1.412 -1.921 1.837 2.392 4.191 -0.302
O -1.926 0.552 -3.054 -0.454 0.466 -1.363 -0.536
H 0.491 1.998 -1.312 -0.701 0.579 -1.466 0.509
H -0.118 2.426 0.241 1.275 -3.513 -2.611 0.530
H 0.784 0.923 -0.305 -0.913 -0.714 1.025 0.162
H -2.004 2.024 -0.775 0.277 -1.668 -1.328 0.467
H -2.723 -0.626 0.104 2.271 2.598 1.544 0.341
H -1.301 -0.019 1.220 0.542 -0.181 0.415 0.188
H -3.297 2.665 0.877 0.517 -1.366 0.143 0.141
H -1.542 -1.978 -2.783 0.512 0.671 0.903 0.291
H -0.812 -1.690 -1.010 -2.842 0.409 -3.670 0.169
H 3.684 0.601 1.354 0.295 -0.156 -0.254 0.359
H 4.556 1.906 1.672 -1.232 -0.869 -0.074 0.341
O 3.655 1.489 1.716 0.782 1.124 0.007 -0.708
H -1.368 -3.849 1.553 -0.014 -1.708 1.097 0.264
H -0.218 -2.840 1.226 3.337 0.506 0.911 0.272
O -1.082 -3.084 1.120 -3.343 1.327 -2.036 -0.551
H 1.341 -0.904 1.842 -0.879 -0.189 -2.265 0.241
H 1.607 -1.249 0.302 -0.626 0.292 1.080 0.275
O 0.893 -0.949 0.921 1.435 -0.122 0.874 -0.444
H 0.478 0.652 -3.564 0.971 1.604 -0.217 0.313
H 1.160 2.114 -3.981 -0.393 -1.923 0.967 0.343
O 1.184 1.328 -3.353 -0.687 0.384 -0.609 -0.679
H 1.333 -2.460 4.507 -0.004 -1.395 0.340 0.277
H 1.080 -1.033 4.493 0.626 -0.171 -0.819 0.289
O 1.549 -1.719 3.963 -0.676 1.555 0.474 -0.564
H 0.776 -2.571 -4.038 0.815 -0.081 -2.401 0.279
H 0.776 -3.569 -2.869 0.429 -1.146 -0.092 0.278
O 0.555 -2.701 -3.155 -0.961 0.989 2.294 -0.551
H 1.926 3.982 0.581 1.260 2.853 0.558 0.283
H 2.393 2.463 0.795 -1.518 2.021 -0.406 0.351
O 1.653 3.122 0.462 0.721 -4.418 0.287 -0.599
H 2.965 -1.984 2.387 -1.227 -1.663 1.435 0.248
H 3.913 -0.912 2.424 2.443 2.073 2.781 0.317
O 3.422 -1.393 1.846 -0.738 -0.565 -3.915 -0.614
```
Forces are in eV/Å.

HOMO-LUMO gap = 9.009 eV
LUMO = -0.1003 Eh
total charge = +1

***

Formula: C3H27NO9
Source: the OMol25 dataset
Level of theory: wB97M-V/def2-TZVPD

XYZ file:
```
40
Properties=species:S:1:pos:R:3:forces:R:3:mulliken_charge:R:1
C 0.350 3.619 -1.534 0.509 -0.778 -0.487 -1.259
C 0.351 2.105 -1.874 -0.060 -0.477 -0.175 0.326
C 1.668 1.614 -2.497 0.811 2.236 0.511 -1.243
N 0.023 1.241 -0.730 0.071 -0.284 -0.313 -0.276
H 0.288 3.751 -0.456 -0.121 0.185 0.004 0.360
H 1.298 4.023 -1.888 -0.070 0.361 0.107 0.334
H -0.454 4.129 -2.052 -0.188 0.199 0.186 0.276
H -0.399 1.915 -2.640 -0.312 -0.003 0.166 0.393
H 1.981 0.682 -2.074 -0.179 -0.996 -0.678 0.169
H 1.692 1.808 -3.569 -0.239 -1.039 -0.200 0.378
H 2.497 2.286 -2.223 -0.119 0.079 0.469 0.330
H -0.960 1.314 -0.480 0.115 0.507 0.331 0.289
H 0.647 1.462 0.029 -0.171 0.106 0.462 0.054
H 3.672 1.889 3.142 0.011 -0.011 0.016 0.321
H 2.606 1.603 2.097 0.277 -0.068 0.215 0.282
O 2.718 1.836 3.035 -0.262 0.175 -0.149 -0.655
H -0.713 -3.361 -0.911 -0.321 -0.218 0.175 0.330
H -0.730 -4.902 -0.672 0.034 0.122 -0.042 0.293
O -1.250 -4.098 -0.565 0.436 -0.281 -0.231 -0.617
H 2.985 -0.997 3.767 -0.053 0.392 0.018 0.308
H 1.824 -0.210 3.094 0.383 0.292 0.331 0.329
O 2.142 -1.088 3.320 -0.283 -0.773 -0.273 -0.648
H -2.185 -3.141 1.197 0.391 -0.071 -0.475 0.279
H -1.965 -1.867 0.306 0.374 -0.489 -0.131 0.418
O -2.576 -2.323 0.889 -0.952 0.517 0.831 -0.694
H -0.510 -0.723 -0.644 -0.255 0.661 -0.856 0.330
H -1.530 -1.142 -1.816 0.065 0.541 0.187 0.216
O -0.800 -1.419 -1.257 0.039 -1.136 0.220 -0.607
H 3.588 0.603 -0.088 0.005 -0.342 -0.016 0.254
H 3.138 -0.577 0.844 -0.006 -0.186 -0.203 0.313
O 3.068 0.370 0.687 -0.081 0.669 0.125 -0.525
H -4.394 -1.333 0.242 0.282 -0.243 0.377 0.319
H -4.125 -0.648 1.604 0.169 -0.418 -0.172 0.332
O -4.485 -0.505 0.723 -0.655 0.761 -0.178 -0.726
H -3.590 2.271 -0.200 0.247 0.168 -0.159 0.277
H -3.579 0.778 -0.023 0.300 -0.015 -0.141 0.383
O -3.035 1.510 -0.402 -0.425 -0.136 0.223 -0.661
H 1.429 -0.992 -0.598 -0.241 -0.129 -0.556 0.412
H 1.718 -2.430 -1.238 -0.470 0.359 -0.246 0.263
O 1.947 -1.800 -0.556 0.941 -0.236 0.729 -0.657
```
Forces are in eV/Å.

HOMO-LUMO gap = 9.932 eV
SMILES string = CC(C)N.O.O.O.O.O.O.O.O.O
LUMO = 0.0144 Eh
total charge = 0

***

Formula: C3H27O11Y
Source: the OMol25 dataset
Level of theory: wB97M-V/def2-TZVPD

XYZ file:
```
42
Properties=species:S:1:pos:R:3:forces:R:3:mulliken_charge:R:1
Y 7.224 14.197 18.896 2.715 1.669 -2.569 0.909
C 9.684 16.956 16.393 1.976 2.361 -0.121 -1.484
C 9.015 15.698 15.975 0.299 -0.852 1.101 1.367
C 9.762 14.820 14.934 -0.645 0.909 0.354 -1.540
O 8.849 14.995 17.203 -1.880 -1.539 1.120 -0.378
H 10.092 17.658 15.666 -0.520 -0.248 -1.198 0.497
H 10.620 16.861 16.944 -0.136 -0.919 0.586 0.402
H 9.063 17.636 16.976 -0.469 -0.419 0.347 0.022
H 8.058 16.064 15.602 -0.621 -0.422 -0.566 -0.207
H 10.743 14.557 15.328 0.025 0.058 -0.088 0.424
H 9.864 15.336 13.980 0.211 0.106 0.052 0.441
H 9.193 13.913 14.727 -0.092 0.023 0.118 0.105
O 8.115 19.841 18.967 -0.248 -0.598 0.053 -0.703
H 7.799 19.671 18.080 -0.159 0.071 -0.422 0.304
H 7.441 20.395 19.360 -0.077 0.347 0.255 0.311
O 10.137 11.843 15.969 -0.138 -0.402 0.273 -0.677
H 10.528 11.978 15.106 0.177 -0.053 -0.282 0.329
H 9.819 12.708 16.227 -0.045 0.389 0.202 0.328
O 6.001 14.506 16.906 -0.311 -0.332 0.677 -0.474
H 6.167 14.903 16.051 0.674 0.189 -0.362 0.282
H 5.048 14.433 16.955 -0.599 -0.101 0.036 0.319
O 6.160 18.870 14.933 -0.238 -0.111 0.362 -0.633
H 6.601 18.091 14.593 0.150 -0.149 -0.233 0.317
H 6.863 19.508 15.057 0.184 0.254 -0.132 0.313
O 13.621 14.502 14.186 -0.070 0.161 -0.137 -0.621
H 13.254 13.618 14.181 -0.009 -0.277 -0.080 0.310
H 13.611 14.761 15.107 0.094 0.097 0.231 0.305
O 7.329 16.522 19.420 -0.498 -0.444 0.273 -0.398
H 6.529 17.033 19.538 -0.470 0.193 0.118 0.289
H 8.028 17.175 19.387 0.690 0.312 -0.285 0.291
O 10.831 19.485 18.748 0.448 -0.246 0.044 -0.607
H 9.875 19.540 18.732 -0.293 0.313 0.220 0.392
H 11.062 19.088 17.908 0.214 -0.073 -0.178 0.305
O 11.567 19.416 14.014 -0.278 -0.247 0.053 -0.617
H 11.726 20.269 13.609 0.055 0.225 -0.183 0.311
H 11.991 19.474 14.870 0.214 0.032 0.166 0.307
O 8.860 10.818 13.289 0.055 0.077 -0.352 -0.637
H 9.009 10.163 13.971 0.040 -0.197 0.224 0.324
H 8.623 11.613 13.767 -0.099 0.111 0.154 0.314
O 9.259 14.714 20.077 -0.600 -0.292 0.295 -0.449
H 10.161 14.601 19.778 0.337 -0.269 -0.539 0.305
H 9.297 15.457 20.679 -0.061 0.292 0.414 0.302
```
Forces are in eV/Å.

HOMO-LUMO gap (spin up / spin down) = 6.106 / 7.995 eV
LUMO (spin up / spin down) = -0.1359 / -0.1535 Eh
total charge = +1
multiplicity = 2

***

Record order is preserved below.
Relative energy (zero: lowest compared OMol25 entry of this formula, charge and spin): 0.2 55.5 77.8 16.8 7.6 kcal per mole